1.
C5H6O | ωB97M-V/def2-TZVPD

XYZ file:
```
12
Properties=species:S:1:pos:R:3:forces:R:3:nbo_charge:R:1
C -1.3506 1.0988 -0.0148 0.000 -0.056 0.216 -0.1806
H 1.6977 -0.1677 -1.2186 -0.133 -0.008 0.126 0.2333
C 0.7243 -1.4853 0.1615 0.219 -0.177 0.039 0.4514
C -0.7813 0.7455 1.0907 -0.185 0.106 -0.117 -0.1864
H 0.0370 -0.6149 -1.6462 0.086 0.012 0.127 0.2266
H -0.8342 0.4542 2.1288 -0.083 0.087 -0.162 0.2332
H 0.7940 1.7675 -0.1184 -0.133 -0.097 -0.077 0.1909
C 0.1303 0.9006 -0.0968 0.208 0.064 -0.107 -0.2392
O 1.6698 -2.1915 0.4163 -0.327 0.275 -0.174 -0.5198
H -0.2427 -1.6156 0.6955 0.167 -0.197 -0.021 0.1000
C 0.6970 -0.3371 -0.8111 0.079 -0.089 0.016 -0.5383
H -2.2437 1.2883 -0.5897 0.102 0.080 0.135 0.2289
```
Forces are in eV/Å.

Values from the calculation:
**SMILES string**: O=CCC1C=C1
**Energy above the lowest of the compared OMol25 structures with the same formula, charge and spin**: 2.755 eV
**Kohn-Sham gap**: 10.41 eV
**Electronic energy**: -7326.52981 eV

***

2.
C9H9FN2 | ωB97M-V/def2-TZVPD

XYZ file:
```
21
Properties=species:S:1:pos:R:3:forces:R:3:nbo_charge:R:1
C -1.7231 2.0528 0.0555 0.173 -0.267 0.034 -0.1411
C -2.5510 -0.1333 0.5428 0.042 0.129 0.041 -0.1661
H 3.1260 0.4431 -0.7294 -0.052 0.032 -0.002 0.1777
H -1.8476 3.1186 -0.0523 -0.003 0.118 -0.019 0.2231
H 0.6807 -2.3345 -0.7838 0.069 -0.174 0.040 0.2075
H 2.3781 -1.8486 -0.7035 -0.052 -0.037 0.019 0.2063
N 0.5611 2.4432 -0.3643 0.208 0.583 -0.076 -0.3383
C -1.2989 -0.6756 0.3328 0.021 -0.232 0.058 -0.3102
H 1.4607 -2.0780 0.8006 -0.036 0.001 -0.049 0.1883
H 2.5080 2.9441 -0.4439 0.133 0.070 -0.030 0.1861
H -1.1530 -1.7393 0.4571 0.026 -0.036 0.004 0.2125
C 1.7879 2.1433 -0.3084 0.422 -0.093 0.009 0.0067
H -3.3582 -0.7771 0.8581 -0.096 -0.100 -0.059 0.2121
C 1.4005 -1.7235 -0.2362 -0.164 -0.208 0.112 -0.4176
N 1.0031 -0.3560 -0.3607 3.879 3.398 0.511 -0.4421
C -2.7770 1.2295 0.3891 -0.134 0.008 -0.004 -0.2712
C -0.4416 1.5338 -0.1258 -0.498 -0.539 0.225 0.0020
F 2.7716 0.5926 1.2311 0.111 0.240 0.132 -0.3359
C 2.3593 0.7958 -0.0436 -3.684 -3.212 -0.878 0.3444
H -3.7639 1.6402 0.5348 -0.084 0.026 0.046 0.2141
C -0.2170 0.1367 -0.0212 -0.282 0.293 -0.113 0.2416
```
Forces are in eV/Å.

Values from the calculation:
**SMILES string**: CN1c2ccccc2N=C[C@H]1F
**Energy above the lowest of the compared OMol25 structures with the same formula, charge and spin**: 1.373 eV
**Kohn-Sham gap**: 8.20 eV
**Electronic energy**: -15175.12568 eV

***

3.
C38H46AsCl2CsGe2N4O3Se2 | ωB97M-V/def2-TZVPD

XYZ file:
```
99
Properties=species:S:1:pos:R:3:forces:R:3:mulliken_charge:R:1
H -1.6032 -3.9124 2.4714 -0.017 -0.006 -0.008 0.2760
C 6.1578 2.8234 -0.7996 0.015 -0.104 0.071 -0.3060
H -4.6889 2.2102 -8.5982 0.001 -0.004 -0.007 0.3536
C 3.7473 -4.9593 0.5812 0.012 -0.019 0.050 0.1145
C -0.2520 4.5065 -1.6536 0.066 0.000 -0.012 -1.2456
N 1.5541 0.1733 2.7388 0.325 0.233 0.895 -0.4989
H -3.1621 -3.4813 3.2473 0.015 -0.025 0.021 0.4617
H 4.3848 -5.0107 2.6441 -0.008 0.000 0.004 0.4256
C -2.8622 2.8248 -3.9222 0.030 -0.008 0.067 -0.4699
C 2.5490 -0.0729 3.5789 0.171 0.001 -0.098 0.5550
H -4.3659 -2.2403 -0.2118 -0.009 -0.008 -0.008 0.3232
H -4.4955 0.3191 -2.4560 -0.010 0.028 -0.005 0.3693
C -3.8178 -2.8614 0.4967 -0.008 0.011 -0.057 -1.3078
C -4.4678 0.5782 -1.3945 0.009 -0.089 -0.001 -0.6611
H -4.3619 -0.0520 1.7674 0.000 0.004 0.011 0.2444
H 2.4918 1.7332 -4.9448 -0.005 -0.002 0.004 0.4013
C 4.8589 -0.2938 4.1588 0.017 -0.037 0.119 -0.5978
N -1.3812 1.5858 0.1847 -0.490 0.492 -0.105 -0.7804
C 3.6426 -4.6446 1.9473 0.070 -0.037 -0.003 -0.5883
C -2.8819 1.0706 -8.8256 -0.012 0.001 -0.004 -0.3563
C -1.7592 0.5798 -8.1767 0.004 0.012 0.038 -0.9457
H -3.1548 -1.0288 -4.3501 0.027 0.008 -0.017 0.3476
Se 4.5738 0.3909 -0.7239 -0.029 -0.015 0.010 -0.4437
H -0.0660 4.4476 -2.7296 -0.017 0.006 -0.001 0.2904
O 0.6963 -2.5548 1.9459 0.298 -1.478 0.995 -0.3632
H 0.8256 -4.0026 -1.7924 0.050 -0.015 0.001 0.1138
H 5.2696 -0.8461 6.2222 0.001 -0.006 -0.001 0.3502
C -1.5556 0.8524 -6.8304 0.007 -0.023 -0.046 0.5042
H 0.9012 2.1842 -5.5635 -0.007 0.007 0.010 0.2950
H -4.5178 -1.3123 3.0229 -0.023 0.019 0.002 0.3834
C -3.8168 -0.6810 2.4729 -0.035 -0.034 -0.049 -1.0898
H -4.3179 2.6789 -6.2132 -0.014 -0.005 -0.016 0.3069
O -0.3776 -2.8771 -0.6452 -0.318 -1.224 -0.599 -0.5109
C 6.5299 4.0413 -1.3354 0.001 0.022 -0.017 -0.2925
C 1.5893 -3.3232 1.5294 -0.070 -0.285 -0.041 -0.4406
C 3.1885 -0.7188 5.8836 -0.132 0.011 -0.062 -0.6490
H 0.0741 5.4955 -1.3202 -0.029 0.005 0.005 0.4062
H -0.5579 -1.1928 -4.4838 -0.007 0.015 -0.016 0.5376
Cs 0.3343 -0.5989 0.3810 1.304 1.961 -2.395 2.2878
Se 0.0637 -0.1508 3.6165 0.088 0.211 1.138 0.3803
H 2.8280 -4.8321 -1.3288 0.015 0.014 0.004 0.3487
C -2.4536 1.6291 -6.0986 0.049 0.005 0.100 0.5432
H -4.5182 -3.3316 1.1894 -0.019 -0.002 -0.014 0.4203
H -5.4450 0.3276 -0.9673 0.006 0.026 0.009 0.4311
Ge -2.3586 2.5085 -1.9712 -0.077 -0.100 -0.491 0.3052
C 2.1690 -0.4640 4.9101 0.133 -0.043 0.151 0.4484
H 7.3365 4.6012 -0.8671 0.000 0.018 -0.014 0.3077
Cl 5.0997 -5.9301 0.0363 -0.040 0.024 0.010 -0.2983
H -3.0485 0.8545 -9.8740 -0.001 0.005 0.000 0.3682
C 4.9754 3.9026 -2.9565 0.004 0.010 -0.008 -0.2531
H -1.6380 -2.6733 3.7118 0.008 0.033 -0.017 0.2744
C -1.1178 -0.9908 -3.5633 -0.052 -0.166 0.077 0.1512
H -2.3599 4.9949 -1.7918 -0.001 0.001 0.000 0.5050
C -1.7180 4.2394 -1.3263 0.134 0.107 0.165 -0.5739
C -1.2974 1.8804 1.3275 -0.371 0.423 -0.054 0.8060
N 0.8681 -0.5868 5.1323 -0.077 0.037 -0.185 -0.7923
C -4.0932 2.0391 -1.1858 -0.059 -0.080 0.213 -0.7772
H 4.4959 4.3474 -3.8254 0.016 0.024 0.000 0.3384
H -4.0372 2.2652 -0.1196 -0.015 0.019 0.006 0.3817
H -1.8780 4.2791 -0.2481 -0.012 0.000 0.006 0.3745
C 5.1233 2.0691 -1.3781 -0.045 0.105 -0.061 -0.2236
H -3.2876 -0.0253 3.1651 0.006 0.000 0.000 0.2797
H -0.5621 -1.4840 -2.7610 -0.014 0.087 -0.005 -0.0934
C 2.6020 -3.8922 2.3982 -0.019 0.035 0.047 0.3318
H 5.9092 -0.2669 3.8960 0.006 0.002 0.020 0.4270
H -4.8421 2.6979 -1.6369 0.016 0.009 0.002 0.5611
C 3.9332 -0.0107 3.2118 -0.123 0.080 0.005 -0.5782
C -3.5885 2.1011 -6.7669 0.001 0.008 0.006 -0.3907
As -2.5124 -1.7658 1.4733 -0.684 -0.299 0.512 0.3128
H 1.0467 2.3682 -3.0257 0.000 0.018 -0.027 0.1284
H -3.7243 -0.0703 -0.9234 0.019 0.024 0.003 -0.3936
H 3.7133 2.1775 -3.0025 0.016 0.007 0.003 0.1815
N 5.9701 4.6102 -2.4084 -0.015 -0.051 0.027 -0.6850
C -2.2029 -3.1038 2.8865 -0.026 0.038 -0.092 -1.1736
C -2.2231 1.8932 -4.6548 -0.107 -0.028 -0.244 -0.2859
C -3.7989 1.8314 -8.1089 0.005 0.011 0.011 -0.7329
H -3.0143 -1.5755 -2.6833 0.025 0.017 0.014 -0.0580
H 4.2045 0.2485 2.1924 -0.023 -0.006 -0.009 0.3762
O -1.2019 2.1460 2.5006 -0.053 0.105 0.102 -0.7848
C 4.5316 2.6773 -2.4986 -0.060 -0.076 0.016 0.0786
C 0.6489 -3.5234 -0.8073 -0.003 -0.120 0.009 -0.6699
C 2.7816 -4.5475 -0.2835 -0.046 -0.009 -0.115 -1.0192
C 1.4337 1.4586 -4.9437 0.004 -0.024 -0.036 -1.3991
H 6.6683 2.4414 0.0761 0.003 0.003 -0.008 0.3371
Ge -1.0392 0.9680 -3.3538 0.003 0.117 0.074 -0.4245
C 0.8768 1.4126 -3.5223 0.127 0.047 0.068 -0.1551
C -2.5196 -1.5862 -3.6552 -0.053 -0.042 -0.028 -1.0823
H 1.3607 0.4862 -5.4388 -0.003 -0.007 0.007 0.2631
C 1.6984 -3.7606 0.1565 0.025 -0.051 -0.018 1.4666
H -0.6794 0.4595 -6.3323 0.009 -0.004 0.006 0.2007
H 1.4371 0.6776 -2.9346 -0.015 0.003 0.026 0.3860
Cl 2.4488 -3.5938 4.1028 0.013 -0.012 -0.077 -0.2193
H -3.2769 -3.6278 -0.0586 -0.004 -0.004 -0.001 0.3015
H -1.0371 -0.0220 -8.7156 -0.004 0.000 -0.005 0.3864
H 2.8989 -0.9986 6.8882 -0.011 0.002 0.001 0.4038
H -3.5595 3.5276 -4.3942 0.018 0.001 0.029 0.2155
C 4.4855 -0.6372 5.5036 0.103 0.042 -0.107 -0.4058
H -2.4959 -2.6266 -3.9928 0.016 0.006 0.008 0.4265
H 0.3939 3.7720 -1.1683 -0.023 -0.010 0.006 0.2209
```
Forces are in eV/Å.

Values from the calculation:
**Total charge**: -2
**Energy above the lowest of the compared OMol25 structures with the same formula, charge and spin**: 0.449 eV
**Kohn-Sham gap**: 5.36 eV
**Electronic energy**: -382412.08523 eV